Entry from the Open Molecules 2025 dataset: an isolated molecule of C5H7NO (ωB97M-V/def2-TZVPD).

HOMO level in eV: -7.39
ΔE to the lowest compared entry with this formula, charge and spin in kJ/mol: 199.3
Gap between HOMO and LUMO in eV: 8.140
LUMO in eV: 0.75

Each line ends with the Löwdin charge.
Cartesian coordinates (Å):
C: -1.64 0.22 0.70  -0.007
N: -0.51 0.23 -0.24  -0.101
C: -0.02 -1.06 -0.70  -0.117
C: 1.32 -1.08 -0.51  -0.093
C: 1.84 0.15 -0.01  -0.058
C: 0.82 1.06 0.18  -0.424
O: 0.56 2.24 0.36  0.024
H: -2.57 0.23 0.12  0.096
H: -1.58 1.11 1.32  0.096
H: -1.60 -0.69 1.31  0.099
H: -0.72 -1.86 -0.92  0.101
H: 1.93 -1.95 -0.74  0.109
H: 2.88 0.43 0.06  0.097
H: -0.70 0.97 -0.93  0.178

---

Entry from the Open Molecules 2025 dataset: an isolated molecule of C4H7ClN2 (ωB97M-V/def2-TZVPD).

HOMO level in eV: -8.21
ΔE to the lowest compared entry with this formula, charge and spin in kJ/mol: 379.3
Gap between HOMO and LUMO in eV: 9.047
LUMO in eV: 0.84

Each line ends with the Löwdin charge.
Cartesian coordinates (Å):
C: -0.33 -0.43 -1.27  -0.248
C: 0.61 -1.19 1.17  -0.028
C: 0.31 0.51 -0.34  -0.752
C: -0.51 1.56 0.35  -0.151
N: -0.49 -1.83 -0.72  0.029
N: -0.04 -2.07 0.37  -0.071
Cl: 1.93 1.02 -0.76  0.617
H: -1.36 -0.16 -1.52  0.117
H: 0.22 -0.60 -2.19  0.105
H: 1.68 -1.35 1.24  0.074
H: 0.12 -0.94 2.10  0.077
H: -1.44 1.12 0.71  0.080
H: -0.75 2.37 -0.34  0.079
H: 0.03 1.98 1.19  0.071

---

Entry from the Open Molecules 2025 dataset: a structure of composition C36H77B3N4O4 (ωB97M-V/def2-TZVPD).

HOMO level in eV: -8.13
Gap between HOMO and LUMO in eV: 8.400
LUMO in eV: 0.27

Each line ends with the Löwdin charge.
Cartesian coordinates (Å):
C: 3.56 -1.38 -0.67  -0.101
O: 2.41 -0.87 -1.30  -0.180
C: 1.67 0.02 -0.48  -0.231
C: 1.58 1.40 -1.10  -0.171
C: 1.00 1.36 -2.52  -0.183
C: -0.53 1.10 -2.51  -0.196
C: -1.34 2.33 -2.94  -0.201
C: -1.68 3.31 -1.81  -0.186
C: -2.23 2.68 -0.53  -0.203
C: -3.37 3.52 0.06  -0.207
C: -4.13 2.87 1.21  -0.187
C: -4.79 1.51 0.93  -0.188
C: -6.27 1.63 0.55  -0.190
C: -6.59 2.51 -0.68  -0.047
B: -6.13 1.80 -1.99  -0.519
O: -4.79 1.59 -2.34  0.251
B: -4.51 0.35 -2.87  -0.353
O: -5.48 -0.38 -3.53  0.257
B: -6.73 -0.11 -2.98  -0.486
C: -7.65 -1.24 -2.41  -0.137
C: -7.10 -2.51 -2.20  -0.005
C: -7.90 -3.51 -1.65  -0.051
C: -9.21 -3.17 -1.34  -0.061
C: -9.68 -1.88 -1.60  -0.131
N: -8.93 -0.93 -2.13  0.123
O: -7.08 1.23 -2.84  0.304
H: 4.34 -0.62 -0.58  0.070
H: 3.34 -1.73 0.34  0.089
H: 3.92 -2.21 -1.26  0.075
H: 2.15 0.10 0.50  0.114
H: 0.67 -0.38 -0.30  0.118
H: 0.96 2.04 -0.47  0.108
H: 2.56 1.87 -1.14  0.096
H: 1.22 2.31 -2.98  0.102
H: 1.50 0.60 -3.11  0.102
H: -0.73 0.29 -3.20  0.106
H: -0.82 0.75 -1.53  0.086
H: -2.23 2.04 -3.48  0.089
H: -0.73 2.88 -3.67  0.103
H: -2.38 4.04 -2.21  0.106
H: -0.76 3.85 -1.56  0.107
H: -1.43 2.63 0.21  0.109
H: -2.56 1.66 -0.73  0.085
H: -2.92 4.43 0.46  0.115
H: -4.01 3.84 -0.76  0.095
H: -4.90 3.54 1.59  0.112
H: -3.40 2.72 2.01  0.108
H: -4.27 0.94 0.17  0.097
H: -4.76 0.91 1.83  0.093
H: -6.87 2.00 1.38  0.110
H: -6.64 0.62 0.35  0.113
H: -6.23 3.53 -0.55  0.105
H: -7.68 2.58 -0.74  0.116
H: -3.44 -0.16 -2.73  0.125
H: -6.06 -2.70 -2.45  0.116
H: -7.52 -4.50 -1.47  0.105
H: -9.87 -3.90 -0.90  0.100
H: -10.71 -1.64 -1.36  0.104
C: -3.82 0.35 6.50  -0.090
C: -5.19 -0.05 7.03  -0.277
N: -6.26 0.81 6.54  -0.202
C: -7.50 0.66 7.27  -0.252
C: -8.22 -0.69 7.21  -0.087
C: -6.37 0.90 5.10  -0.247
C: -6.56 -0.40 4.30  -0.073
H: -3.63 1.41 6.68  0.080
H: -3.05 -0.23 7.00  0.072
H: -3.73 0.16 5.43  0.062
H: -5.17 0.04 8.12  0.117
H: -5.37 -1.11 6.81  0.102
H: -8.19 1.44 6.94  0.111
H: -7.29 0.89 8.32  0.109
H: -8.69 -0.87 6.24  0.054
H: -9.02 -0.72 7.96  0.069
H: -7.55 -1.52 7.43  0.066
H: -5.47 1.40 4.72  0.098
H: -7.19 1.58 4.86  0.115
H: -5.85 -1.18 4.61  0.069
H: -6.39 -0.20 3.24  0.052
H: -7.56 -0.80 4.40  0.056
C: 4.37 -4.21 -3.91  -0.089
C: 5.72 -3.55 -3.68  -0.279
N: 6.50 -4.20 -2.65  -0.200
C: 7.62 -3.41 -2.19  -0.254
C: 8.75 -3.10 -3.19  -0.081
C: 6.75 -5.61 -2.85  -0.248
C: 7.44 -6.05 -4.14  -0.082
H: 3.82 -4.30 -2.98  0.075
H: 3.77 -3.60 -4.60  0.075
H: 4.46 -5.20 -4.36  0.064
H: 5.54 -2.52 -3.36  0.111
H: 6.25 -3.48 -4.64  0.103
H: 8.06 -3.89 -1.31  0.112
H: 7.22 -2.46 -1.82  0.096
H: 9.36 -3.98 -3.39  0.055
H: 9.41 -2.34 -2.77  0.064
H: 8.36 -2.71 -4.13  0.068
H: 5.79 -6.14 -2.79  0.101
H: 7.32 -5.98 -1.99  0.114
H: 6.99 -5.59 -5.02  0.066
H: 7.35 -7.13 -4.26  0.071
H: 8.50 -5.82 -4.14  0.053
C: 5.58 2.19 -0.42  -0.100
C: 6.87 2.93 -0.09  -0.272
N: 7.62 2.30 0.97  -0.200
C: 8.70 3.12 1.49  -0.252
C: 9.85 3.49 0.55  -0.086
C: 7.93 0.89 0.76  -0.246
C: 8.67 0.49 -0.52  -0.077
H: 4.98 2.03 0.47  0.083
H: 4.99 2.76 -1.13  0.071
H: 5.78 1.22 -0.88  0.052
H: 6.62 3.94 0.23  0.118
H: 7.45 3.04 -1.02  0.103
H: 9.10 2.63 2.38  0.111
H: 8.25 4.05 1.86  0.109
H: 10.50 2.63 0.36  0.056
H: 10.47 4.26 1.01  0.069
H: 9.50 3.88 -0.40  0.065
H: 6.98 0.34 0.78  0.098
H: 8.48 0.52 1.63  0.116
H: 8.24 0.95 -1.41  0.068
H: 8.60 -0.59 -0.65  0.057
H: 9.73 0.74 -0.48  0.057

---

Entry from the Open Molecules 2025 dataset: an isolated molecule of C4H4ClNOS (ωB97M-V/def2-TZVPD).

HOMO level in eV: -7.78
ΔE to the lowest compared entry with this formula, charge and spin in kJ/mol: 209.1
Gap between HOMO and LUMO in eV: 8.124
LUMO in eV: 0.35

Each line ends with the Löwdin charge.
Cartesian coordinates (Å):
C: -0.53 0.81 -0.12  -0.471
C: 0.89 1.18 -0.08  0.013
C: 1.55 -0.11 -0.09  -0.642
C: -0.72 -0.53 0.11  -0.530
H: -1.13 2.55 0.62  0.262
H: 1.47 2.01 -0.13  0.061
H: 0.68 -2.10 0.03  0.133
H: -2.15 -2.57 -0.07  -0.152
N: 0.59 -1.11 0.23  0.001
O: -1.50 1.73 -0.16  -0.048
S: -2.39 -1.23 -0.18  0.770
Cl: 3.25 -0.62 -0.16  0.603

---

Entry from the Open Molecules 2025 dataset: a cluster of 11 separate species, C12H46O12 in total (ωB97M-V/def2-TZVPD).

HOMO level in eV: -9.40
ΔE to the lowest compared entry with this formula, charge and spin in kJ/mol: 43.7
Gap between HOMO and LUMO in eV: 10.016
LUMO in eV: 0.62

Each line ends with the Löwdin charge.
Cartesian coordinates (Å):
C: -1.75 -1.80 -4.77  -0.146
O: -1.72 -0.52 -4.17  -0.151
H: -2.78 -2.15 -4.96  0.087
H: -1.23 -1.81 -5.74  0.079
H: -1.27 -2.53 -4.10  0.076
H: -0.80 -0.25 -3.95  0.062
C: -3.09 1.74 -1.48  -0.084
O: -2.69 0.36 -1.63  -0.154
H: -3.76 1.74 -0.63  0.086
H: -2.32 2.42 -1.21  0.037
H: -3.63 2.01 -2.35  0.082
H: -2.68 0.10 -2.57  0.063
C: -3.99 -2.47 0.08  -0.148
O: -3.51 -1.28 0.66  -0.140
H: -4.89 -2.29 -0.55  0.083
H: -3.33 -2.90 -0.72  0.071
H: -4.26 -3.21 0.81  0.080
H: -3.25 -0.62 -0.01  0.071
C: 4.40 -1.53 -1.03  -0.159
O: 3.55 -0.75 -0.26  -0.125
H: 3.94 -2.54 -1.22  0.095
H: 4.50 -1.05 -2.05  0.096
H: 5.31 -1.64 -0.48  0.069
H: 2.65 -0.87 -0.52  0.069
C: -0.59 2.99 0.38  -0.127
O: -0.30 1.63 0.01  -0.133
H: 0.06 3.33 1.20  0.090
H: -0.41 3.63 -0.47  0.057
H: -1.60 2.99 0.74  0.074
H: 0.33 1.33 0.67  0.034
C: 1.55 -2.43 4.39  -0.163
O: 2.89 -1.95 4.21  -0.140
H: 0.84 -1.71 3.96  0.066
H: 1.35 -3.43 4.01  0.075
H: 1.28 -2.34 5.45  0.077
H: 3.39 -2.50 3.57  0.082
C: -0.59 -2.59 -0.16  -0.189
O: -0.22 -1.53 -0.99  -0.130
H: -0.95 -2.36 0.82  0.051
H: -1.42 -3.21 -0.61  0.065
H: 0.21 -3.36 0.00  0.090
H: -0.95 -0.83 -0.97  0.081
C: 0.98 1.78 3.70  -0.148
O: 0.92 1.07 2.48  -0.145
H: 0.02 2.16 4.08  0.082
H: 1.41 1.14 4.52  0.091
H: 1.67 2.63 3.61  0.076
H: 1.69 1.36 1.94  0.040
C: -2.77 -2.91 3.79  -0.187
O: -2.20 -1.92 2.99  -0.145
H: -3.88 -2.82 3.78  0.087
H: -2.59 -3.94 3.49  0.070
H: -2.40 -2.79 4.77  0.053
H: -2.81 -1.69 2.23  0.040
C: 4.37 2.32 1.46  -0.140
O: 3.12 2.12 0.85  -0.116
H: 4.51 3.29 1.91  0.071
H: 4.55 1.56 2.23  0.089
H: 5.19 2.30 0.70  0.097
H: 3.19 1.31 0.39  0.021
C: 1.15 3.34 -3.41  -0.233
C: 0.16 2.23 -3.80  -0.219
O: 0.38 1.06 -2.98  -0.087
O: 0.69 3.96 -2.22  -0.071
H: 1.18 4.13 -4.23  0.132
H: 2.14 2.91 -3.30  0.117
H: 0.33 1.90 -4.87  0.137
H: -0.81 2.67 -3.82  0.106
H: 0.20 1.21 -2.04  0.060
H: 1.36 3.78 -1.58  0.067

---

Entry from the Open Molecules 2025 dataset: a cluster of 3 separate species, C3H10NO4 in total (ωB97M-V/def2-TZVPD).

HOMO level in eV: -4.98
ΔE to the lowest compared entry with this formula, charge and spin in kJ/mol: 82.8
Gap between HOMO and LUMO in eV: 8.494
Net charge: -1
LUMO in eV: 3.52

Each line ends with the Löwdin charge.
Cartesian coordinates (Å):
C: 0.60 0.45 0.28  -0.307
N: 1.03 -0.36 -0.84  0.009
C: 0.11 -1.35 -1.39  -0.746
O: -1.10 -1.04 -1.21  -0.076
O: 0.64 -2.30 -1.96  -0.039
C: 0.64 -0.24 1.67  -0.085
H: 1.33 1.26 0.30  0.076
H: -0.41 0.80 0.12  0.097
H: 1.96 -0.74 -0.69  0.102
H: -0.20 0.08 2.29  0.056
H: 1.51 0.16 2.21  0.052
H: 0.74 -1.32 1.68  0.069
H: -3.13 -0.85 0.52  -0.004
H: -2.43 -1.58 -0.53  -0.016
O: -3.34 -1.56 -0.10  -0.148
H: 0.85 2.35 -1.39  0.022
H: 0.46 3.05 -0.02  0.015
O: 0.74 3.19 -0.93  -0.076